Entry from the Open Molecules 2025 dataset: a cluster of 2 separate species, C13H21BFNO6S in total in a non-equilibrium geometry (ωB97M-V/def2-TZVPD).

XYZ file:
```
44
Properties=species:S:1:pos:R:3:mulliken_charge:R:1
S 3.368 -2.667 -1.168 1.130
F 4.497 -3.522 -0.520 -0.205
O -2.906 -0.881 -1.495 -0.577
O 2.168 -3.055 -0.506 -0.550
O 3.501 -2.829 -2.571 -0.603
O 6.173 -1.539 -0.160 -0.378
O -1.655 -0.229 0.223 -0.296
O 5.519 0.488 -1.200 -0.509
N 3.751 -1.122 -0.768 0.254
C -5.484 4.232 0.570 -0.398
C -0.358 -0.864 0.351 -0.572
C 6.070 -1.962 1.197 -0.587
C -3.539 2.863 0.222 -0.399
C -2.606 -1.008 -0.344 0.741
C 0.605 -0.344 -0.713 -0.710
C 1.830 0.368 -0.136 -1.138
C 2.942 -0.551 0.351 -0.809
C -4.311 1.936 -0.465 -0.100
C -6.257 3.309 -0.122 -0.360
C -3.318 -2.004 0.519 -1.080
C -4.125 4.010 0.741 -0.385
C -5.670 2.161 -0.638 -0.559
B 5.199 -0.746 -0.689 0.373
H -3.522 4.731 1.278 0.356
H 0.904 -1.153 -1.375 0.370
H 6.625 -2.891 1.306 0.225
H -0.486 -1.943 0.267 0.289
H -4.044 -2.517 -0.104 0.373
H -3.856 1.044 -0.868 0.398
H -5.942 5.125 0.976 0.353
H -6.272 1.441 -1.177 0.384
H 5.896 1.086 -0.547 0.314
H -2.478 2.687 0.352 0.379
H 3.615 0.056 0.966 0.553
H 5.042 -2.161 1.503 0.282
H -2.632 -2.735 0.943 0.341
H 6.525 -1.221 1.854 0.281
H -3.856 -1.485 1.312 0.240
H 2.241 1.059 -0.870 0.413
H 1.518 0.951 0.735 0.446
H -0.007 -0.631 1.356 0.459
H -7.316 3.485 -0.259 0.359
H 0.064 0.367 -1.336 0.430
H 2.586 -1.340 1.009 0.470
```

Its HOMO energy is -9.16 eV. As for the SMILES: COB(O)N(CCCCOC(C)=O)S(=O)(=O)F.c1ccccc1. For the HOMO-LUMO gap, the calculation gives 9.3 eV. The calculation puts the maximum force at 1.59 eV/Å.

Entry from the Open Molecules 2025 dataset: a cluster of 2 separate species, C13H21BrN in total in a non-equilibrium geometry (ωB97M-V/def2-TZVPD).

XYZ file:
```
36
Properties=species:S:1:pos:R:3:mulliken_charge:R:1
Br 5.275 -0.834 0.334 -0.113
N -1.047 1.674 -0.639 -0.300
C 1.768 0.326 -1.328 0.054
C 0.144 2.614 -0.888 -1.591
C 3.735 0.129 -0.262 0.278
C -1.763 -2.869 -1.200 -1.986
C -1.393 1.431 1.114 -0.617
C -0.582 0.339 1.665 -0.589
C -2.082 -2.707 0.151 -0.258
C 2.798 -0.290 -1.008 -0.699
C 3.514 1.380 0.643 -1.096
C 2.371 1.845 0.244 -0.386
C -2.080 -1.423 0.743 -0.180
C -0.659 -1.107 0.767 -1.083
C 1.351 1.726 -0.734 0.761
H -2.376 1.555 0.832 0.500
H -2.737 -0.735 0.005 0.187
H -0.889 0.637 -0.865 0.096
H 4.141 1.601 1.279 0.854
H -0.149 -0.959 0.018 0.519
H -2.233 -2.178 -1.894 0.371
H -0.973 2.537 1.402 0.423
H -2.593 -1.278 1.705 0.414
H -1.886 2.105 -1.076 0.400
H 1.034 0.132 -2.100 0.612
H -0.787 -2.723 -1.399 0.482
H 0.543 0.491 1.665 0.301
H 2.040 3.016 1.088 -0.010
H -0.233 -1.704 1.633 0.213
H 3.186 -1.033 -1.779 0.305
H -1.952 -3.665 -1.634 0.714
H 0.205 3.474 -0.305 0.552
H -3.248 -3.085 0.275 0.248
H -1.657 -3.613 0.746 0.297
H -0.859 0.510 2.604 0.584
H 0.070 2.681 -1.802 0.744
```

Its HOMO energy is -12.00 eV. As for the net charge: +1. For the HOMO-LUMO gap, the calculation gives 8.5 eV. The calculation puts the maximum force at 15.32 eV/Å.

Entry from the Open Molecules 2025 dataset: a cluster of 8 separate species, C13H21Cl6N5 in total in a non-equilibrium geometry (ωB97M-V/def2-TZVPD).

XYZ file:
```
45
Properties=species:S:1:pos:R:3:mulliken_charge:R:1
Cl 1.215 -1.176 4.863 -0.155
Cl -1.565 -0.678 0.397 -0.244
Cl 1.913 1.565 4.252 -0.168
Cl -0.088 5.118 -2.780 -0.196
Cl 1.325 -1.128 0.614 -0.148
Cl -1.466 2.964 -1.325 -0.156
N 5.662 2.832 0.883 -0.468
N -3.644 -3.462 -4.455 -0.399
N -2.203 -2.804 4.205 -0.427
N 1.823 2.298 0.578 -0.302
N -0.568 0.335 -3.491 -0.528
C 4.582 0.593 1.757 -0.451
C -0.563 -4.204 2.713 -0.711
C 0.644 0.326 4.302 -0.019
C -0.019 3.403 -2.293 0.184
C -4.343 -3.655 -3.589 0.308
C -5.313 -3.818 -2.454 -0.678
C -3.071 -0.229 -3.306 -0.651
C 0.095 -0.290 -0.255 0.275
C 5.054 1.957 1.307 0.378
C 2.408 3.257 0.354 0.415
C 3.310 4.315 -0.162 -1.126
C -1.380 -3.412 3.638 0.404
C -1.707 0.214 -3.432 0.502
H -6.272 -3.786 -2.970 0.260
H 5.091 0.578 2.768 0.246
H -0.797 -4.042 1.639 0.210
H 2.659 4.948 -0.804 0.298
H -5.093 -3.035 -1.728 0.270
H -2.997 -1.246 -3.476 0.082
H -0.107 0.693 4.969 0.350
H 3.809 4.799 0.698 0.406
H 5.148 -0.162 1.209 0.327
H -3.426 -0.082 -2.257 0.202
H -0.679 -5.251 2.857 0.320
H 3.480 0.381 1.772 -0.043
H 0.192 0.226 3.352 -0.024
H -5.141 -4.820 -2.017 0.275
H 0.909 3.275 -1.739 -0.168
H 4.098 4.063 -0.842 0.370
H 0.176 0.803 -0.167 -0.233
H 0.157 -0.683 -1.232 0.332
H -3.785 0.240 -3.956 0.396
H -0.061 2.872 -3.228 0.260
H 0.538 -4.090 2.833 0.224
```

Its HOMO energy is -10.78 eV. As for the SMILES: ClCCl.ClCCl.ClCCl.CC#N.CC#N.CC#N.CC#N.CC#N. For the HOMO-LUMO gap, the calculation gives 11.0 eV. The calculation puts the maximum force at 3.34 eV/Å.

Entry from the Open Molecules 2025 dataset: a structure of composition C13H21CsN3O6P2S2 in a non-equilibrium geometry (ωB97M-V/def2-TZVPD).

XYZ file:
```
48
Properties=species:S:1:pos:R:3:mulliken_charge:R:1
Cs 3.275 -4.972 -0.193 1.099
S 5.098 -1.524 -1.597 1.087
S 1.106 -4.259 3.433 0.183
P -0.824 -0.360 -2.283 -0.181
P 0.244 1.577 -2.488 0.909
O -0.710 2.748 -3.377 -0.492
O 1.578 1.358 -3.364 -0.598
O 0.771 2.167 -0.919 -0.482
O 5.610 -2.596 -2.820 -0.499
O 5.564 -0.071 -2.001 -0.618
O 5.914 -1.865 -0.306 -0.582
N -4.135 4.822 3.478 -0.648
N 1.364 -4.185 1.703 -0.565
N 0.059 -2.899 3.899 -0.488
C -0.525 -1.084 -0.527 0.342
C 1.155 -3.283 -1.492 -1.101
C -3.809 3.007 1.571 -0.535
C 0.572 -2.970 1.246 0.159
C -1.293 -0.289 0.729 0.527
C -3.026 1.556 1.847 -0.685
C -1.069 -0.914 2.250 -0.711
C 2.377 -2.505 -2.260 -0.344
C -3.169 4.260 2.419 -0.446
C -2.259 1.018 0.501 -0.329
C -0.145 -2.260 2.542 0.365
C 3.237 -1.468 -1.327 -0.333
C 0.405 -2.417 -0.319 0.332
H 3.071 -1.609 -0.160 0.331
H -3.862 3.187 0.410 0.331
H -3.909 0.782 2.061 0.275
H -3.115 0.673 -0.255 0.314
H -2.332 1.629 2.798 0.269
H -1.675 2.428 -3.481 0.355
H 1.970 -1.989 -3.255 0.291
H 3.119 -3.355 -2.647 0.466
H -3.500 5.280 4.187 0.244
H 0.371 -3.594 -2.309 0.261
H -0.153 -1.245 -3.244 0.079
H 1.010 3.139 -0.967 0.338
H 2.896 -0.370 -1.649 0.122
H -2.234 3.869 3.006 0.305
H -1.722 1.943 0.016 0.289
H 5.299 -2.270 -3.734 0.389
H 1.579 -4.288 -1.032 -0.044
H -4.939 2.887 1.935 0.353
H -1.588 -0.442 3.213 0.176
H -4.755 5.568 3.046 0.246
H -2.897 5.184 1.714 0.244
```

Its HOMO energy is -11.20 eV. As for the net charge: +1. For the HOMO-LUMO gap, the calculation gives 6.3 eV. The calculation puts the maximum force at 9.18 eV/Å.